A molecular structure, C19H20AsClN3O5SV in a non-equilibrium geometry. Source: the OMol25 dataset; level of theory: ωB97M-V with the def2-TZVPD basis set.

CARTESIAN COORDINATES (ANGSTROEM)
V1 -0.875 -1.586 -1.408
N1 0.651 -2.061 -2.819
N2 1.088 -3.395 -2.706
C1 0.920 -4.059 -1.552
N3 1.311 -5.315 -1.490
S1 0.268 -3.288 -0.164
H1 0.206 -1.961 -3.732
H2 1.453 -1.433 -2.769
H3 1.445 -3.842 -3.539
H4 1.750 -5.795 -2.262
H5 1.161 -5.837 -0.640
O1 -4.183 -2.955 -2.878
Cl1 -2.932 -2.609 -2.386
O2 -2.828 -2.561 -0.924
O3 -2.485 -1.223 -2.760
O4 -1.823 -3.442 -2.827
O5 0.121 -0.097 -0.967
As1 0.155 0.969 0.411
C2 0.758 2.620 -0.290
C3 1.252 3.581 0.589
C4 1.624 4.819 0.090
C5 1.496 5.086 -1.267
C6 0.995 4.124 -2.135
C7 0.618 2.882 -1.650
C8 1.366 0.220 1.656
C9 0.961 -0.832 2.477
C10 1.885 -1.418 3.327
C11 3.197 -0.959 3.348
C12 3.598 0.078 2.515
C13 2.684 0.673 1.659
C14 -1.649 0.978 1.012
C15 -2.638 0.953 0.026
C16 -3.971 0.955 0.404
C17 -4.308 0.996 1.751
C18 -3.321 1.045 2.725
C19 -1.982 1.037 2.362
H6 1.348 3.375 1.649
H7 2.012 5.574 0.759
H8 1.787 6.055 -1.652
H9 0.895 4.343 -3.189
H10 0.227 2.129 -2.321
H11 -0.060 -1.194 2.461
H12 1.581 -2.225 3.979
H13 3.912 -1.413 4.021
H14 4.621 0.427 2.534
H15 2.993 1.485 1.014
H16 -2.380 0.960 -1.027
H17 -4.745 0.939 -0.351
H18 -5.350 1.003 2.043
H19 -3.591 1.095 3.771
H20 -1.217 1.096 3.125

Results
2S+1: 3
highest occupied orbital energy (spin up / spin down): -14.927 / -14.928 eV
LUMO (spin up / spin down): -7.45 / -6.43 eV
E_tot: -5313.88273 Ha
charge: +2
Kohn-Sham gap (spin up / spin down): 7.5 / 8.5 eV

C23H26N4O3 in the gas phase in a non-equilibrium geometry. Source: the OMol25 dataset; level of theory: ωB97M-V with the def2-TZVPD basis set.

CARTESIAN COORDINATES (ANGSTROEM)
C1 -3.540 -5.093 1.904
C2 -2.638 -4.714 3.074
O1 -2.309 -3.339 3.086
C3 -1.350 -2.861 2.250
C4 -1.132 -1.482 2.317
C5 -0.168 -0.883 1.540
C6 0.601 -1.649 0.665
C7 0.384 -3.015 0.582
C8 -0.580 -3.618 1.372
H1 -0.714 -4.685 1.287
H2 0.969 -3.620 -0.090
N1 1.563 -0.984 -0.140
N2 1.217 0.266 -0.440
C9 1.992 1.050 -1.110
C10 3.286 0.630 -1.576
C11 4.161 1.442 -2.306
C12 5.374 0.943 -2.719
C13 5.742 -0.370 -2.424
C14 4.893 -1.181 -1.707
C15 3.657 -0.693 -1.277
C16 2.775 -1.569 -0.499
O2 3.063 -2.706 -0.177
H3 5.153 -2.199 -1.459
H4 6.698 -0.746 -2.756
H5 6.051 1.573 -3.278
H6 3.878 2.461 -2.518
C17 1.525 2.471 -1.224
O3 2.260 3.384 -0.888
N3 0.279 2.678 -1.692
C18 -0.649 1.673 -2.143
H7 -1.147 2.072 -3.035
C19 -1.683 1.384 -1.041
N4 -1.729 2.510 -0.126
C20 -1.739 3.758 -0.862
C21 -0.348 3.968 -1.488
H8 -0.431 4.504 -2.441
H9 0.304 4.536 -0.822
H10 -1.954 4.580 -0.180
H11 -2.520 3.758 -1.646
C22 -2.781 2.379 0.863
C23 -2.487 3.209 2.108
H12 -3.201 2.966 2.890
H13 -2.554 4.274 1.905
H14 -1.484 2.988 2.463
H15 -3.769 2.652 0.450
H16 -2.821 1.325 1.149
H17 -1.383 0.503 -0.470
H18 -2.667 1.187 -1.506
H19 -0.121 0.764 -2.425
H20 0.003 0.180 1.600
H21 -1.729 -0.902 3.003
H22 -1.730 -5.329 3.084
H23 -3.170 -4.872 4.017
H24 -4.449 -4.497 1.932
H25 -3.806 -6.145 1.972
H26 -3.042 -4.915 0.954

Results
2S+1: 1
highest occupied orbital energy: -8.039 eV
SMILES: CCOc1ccc(-n2nc(C(=O)N3CCN(CC)CC3)c3ccccc3c2=O)cc1
LUMO: 0.18 eV
E_tot: -1336.78834 Ha
Kohn-Sham gap: 8.2 eV

3 unconnected molecules or ions with the total composition C14H40ClN7O5P3 in a non-equilibrium geometry. Source: the OMol25 dataset; level of theory: ωB97M-V with the def2-TZVPD basis set.

CARTESIAN COORDINATES (ANGSTROEM)
O1 0.954 2.069 6.092
C1 0.374 0.864 6.278
O2 1.020 -0.200 7.116
C2 -1.115 0.447 5.663
N1 -1.546 1.295 4.487
P1 -0.528 1.019 3.045
O3 0.594 -0.311 3.284
Cl1 0.687 2.808 2.918
H1 0.234 -0.611 7.621
H2 -1.886 0.682 6.544
H3 -1.183 -0.709 5.481
H4 0.519 -0.875 2.435
O4 -2.308 -1.213 0.254
P2 -3.377 -1.463 -0.839
N2 -3.724 0.210 -0.998
C3 -5.013 0.819 -1.303
C4 -2.695 0.943 -1.743
N3 -4.439 -2.176 0.327
C5 -5.268 -1.351 1.202
C6 -3.790 -3.197 1.169
N4 -4.605 -1.751 -2.095
C7 -5.836 -2.515 -1.903
C8 -3.923 -2.293 -3.281
H5 -5.281 0.725 -2.362
H6 -4.995 1.889 -1.064
H7 -5.833 0.412 -0.718
H8 -2.776 0.750 -2.817
H9 -1.686 0.642 -1.426
H10 -2.765 2.020 -1.573
H11 -4.695 -0.541 1.667
H12 -5.725 -1.946 2.002
H13 -6.120 -0.935 0.666
H14 -3.220 -2.750 1.992
H15 -3.104 -3.811 0.577
H16 -4.533 -3.875 1.599
H17 -5.645 -3.531 -1.541
H18 -6.391 -2.602 -2.846
H19 -6.524 -2.006 -1.224
H20 -3.587 -3.322 -3.106
H21 -3.042 -1.689 -3.525
H22 -4.573 -2.272 -4.163
O5 2.379 1.335 -0.005
P3 3.667 1.599 -0.824
N5 3.182 0.537 -2.083
C9 4.040 -0.304 -2.907
C10 2.148 1.110 -2.951
N6 4.613 0.736 0.340
C11 4.688 -0.722 0.326
C12 4.359 1.151 1.732
N7 5.147 1.902 -1.765
C13 6.503 1.585 -1.319
C14 5.135 3.311 -2.189
H23 4.573 0.266 -3.676
H24 3.445 -1.069 -3.421
H25 4.779 -0.859 -2.336
H26 2.577 1.846 -3.638
H27 1.371 1.618 -2.362
H28 1.639 0.339 -3.536
H29 3.698 -1.184 0.237
H30 5.163 -1.110 1.236
H31 5.332 -1.080 -0.477
H32 3.460 0.678 2.144
H33 4.231 2.236 1.797
H34 5.204 0.891 2.375
H35 6.747 2.054 -0.360
H36 7.244 1.929 -2.051
H37 6.662 0.506 -1.252
H38 5.311 3.980 -1.338
H39 4.164 3.570 -2.625
H40 5.888 3.505 -2.961

Results
2S+1: 1
highest occupied orbital energy: -2.948 eV
LUMO: 0.90 eV
E_tot: -2800.90215 Ha
charge: -1
Kohn-Sham gap: 3.8 eV

6 unconnected molecules or ions with the total composition C24H34N2O8 in a non-equilibrium geometry. Source: the OMol25 dataset; level of theory: ωB97M-V with the def2-TZVPD basis set.

CARTESIAN COORDINATES (ANGSTROEM)
C1 -5.860 2.959 0.212
C2 -5.837 1.676 -0.304
C3 -5.131 0.659 0.328
C4 -4.433 0.973 1.500
C5 -4.476 2.254 2.020
C6 -5.205 3.269 1.388
N1 -3.672 -0.036 2.230
O1 -2.905 0.318 3.101
O2 -3.914 -1.199 1.960
H1 -6.461 3.717 -0.276
H2 -6.398 1.430 -1.195
H3 -5.021 -0.338 -0.070
H4 -3.932 2.563 2.901
H5 -5.133 4.251 1.830
C7 1.435 0.268 -5.296
C8 1.834 0.218 -3.957
C9 1.782 -1.027 -3.357
C10 1.472 -2.194 -4.054
C11 1.133 -2.142 -5.391
C12 1.096 -0.884 -5.977
N2 1.477 -3.470 -3.317
O3 1.228 -4.476 -3.934
O4 1.805 -3.454 -2.151
H6 1.558 1.197 -5.842
H7 2.173 1.073 -3.395
H8 1.994 -1.040 -2.294
H9 0.793 -2.995 -5.959
H10 0.817 -0.809 -7.021
C13 -1.748 -2.741 -0.421
C14 -1.940 -1.408 -1.046
O5 -1.657 -0.375 -0.480
C15 -2.407 -1.427 -2.510
H11 -1.331 -2.580 0.569
H12 -1.068 -3.307 -1.061
H13 -2.755 -3.166 -0.433
H14 -1.572 -0.943 -3.024
H15 -3.314 -0.850 -2.642
H16 -2.363 -2.479 -2.784
C16 -0.980 5.634 5.211
C17 -0.448 4.281 4.787
O6 0.717 4.110 4.532
C18 -1.424 3.147 4.782
H17 -0.311 6.077 5.950
H18 -1.998 5.609 5.584
H19 -0.901 6.283 4.333
H20 -0.862 2.213 4.732
H21 -2.127 3.161 3.948
H22 -2.001 3.067 5.706
C19 1.647 -0.447 0.802
C20 1.370 -0.340 2.269
O7 1.766 -1.197 3.030
C21 0.756 0.896 2.854
H23 0.882 -1.058 0.327
H24 2.674 -0.777 0.654
H25 1.654 0.544 0.339
H26 -0.334 0.859 2.739
H27 0.975 1.808 2.279
H28 1.095 1.180 3.845
C22 5.327 -2.582 -1.138
C23 6.459 -3.252 -0.367
O8 6.309 -4.098 0.477
C24 7.869 -2.852 -0.802
H29 5.762 -1.934 -1.894
H30 4.615 -2.066 -0.498
H31 4.788 -3.397 -1.628
H32 8.557 -3.556 -0.335
H33 8.075 -1.829 -0.489
H34 8.027 -2.969 -1.876

Results
2S+1: 1
highest occupied orbital energy: -9.070 eV
SMILES: O=[N+]([O-])c1ccccc1.O=[N+]([O-])c1ccccc1.CC(C)=O.CC(C)=O.CC(C)=O.CC(C)=O
LUMO: -0.69 eV
E_tot: -1646.11418 Ha
Kohn-Sham gap: 8.4 eV

A molecular structure, C36H45Br2NO2PPdSi. Source: the OMol25 dataset; level of theory: ωB97M-V with the def2-TZVPD basis set.

CARTESIAN COORDINATES (ANGSTROEM)
Pd1 0.447 -0.542 -0.906
O1 1.088 -3.570 0.241
C1 0.197 -3.188 -0.481
O2 -0.597 -2.151 -0.247
C2 -0.099 -3.898 -1.778
C3 0.015 -5.272 -1.896
C4 -0.282 -5.882 -3.107
C5 -0.656 -5.124 -4.210
C6 -0.738 -3.744 -4.112
C7 -0.470 -3.134 -2.891
P1 -0.606 -1.358 -2.667
C8 -2.329 -0.896 -2.404
C9 -3.333 -1.857 -2.415
C10 -4.642 -1.485 -2.146
C11 -4.947 -0.164 -1.856
C12 -3.942 0.795 -1.828
C13 -2.635 0.430 -2.100
C14 -0.021 -0.586 -4.197
C15 -0.751 0.379 -4.883
C16 -0.222 0.964 -6.026
C17 1.031 0.588 -6.487
C18 1.758 -0.387 -5.811
C19 1.233 -0.975 -4.673
H1 0.330 -5.851 -1.039
H2 -0.213 -6.958 -3.196
H3 -0.877 -5.610 -5.150
H4 -1.002 -3.150 -4.979
H5 -3.096 -2.894 -2.618
H6 -5.422 -2.234 -2.155
H7 -5.968 0.120 -1.642
H8 -4.174 1.824 -1.587
H9 -1.850 1.178 -2.053
H10 -1.735 0.669 -4.539
H11 -0.797 1.709 -6.560
H12 1.438 1.041 -7.381
H13 2.728 -0.695 -6.178
H14 1.797 -1.743 -4.155
C20 1.367 2.384 5.479
C21 1.677 2.180 3.985
C22 2.993 1.396 3.868
C23 1.934 3.557 3.354
Si1 0.241 1.223 3.152
Br1 0.645 1.616 0.883
C24 -1.501 1.988 3.430
C25 -1.420 3.522 3.432
C26 -2.511 1.604 2.335
C27 -2.067 1.539 4.788
C28 0.330 -0.675 3.307
C29 1.491 -1.296 2.521
C30 -0.970 -1.323 2.815
C31 0.508 -1.053 4.790
H15 2.238 2.836 5.962
H16 1.157 1.448 5.999
H17 0.524 3.058 5.636
H18 3.796 1.990 4.314
H19 3.263 1.209 2.826
H20 2.966 0.443 4.394
H21 2.746 4.041 3.904
H22 1.073 4.220 3.395
H23 2.252 3.473 2.314
H24 -1.001 3.913 2.502
H25 -0.834 3.908 4.266
H26 -2.431 3.928 3.532
H27 -2.153 1.863 1.336
H28 -3.435 2.166 2.507
H29 -2.766 0.549 2.342
H30 -1.408 1.791 5.621
H31 -2.265 0.468 4.820
H32 -3.019 2.049 4.961
H33 1.463 -1.086 1.442
H34 1.439 -2.382 2.605
H35 2.466 -0.978 2.889
H36 -1.217 -1.038 1.794
H37 -1.813 -1.092 3.465
H38 -0.842 -2.409 2.814
H39 1.461 -0.717 5.196
H40 0.484 -2.143 4.879
H41 -0.292 -0.659 5.419
Br2 5.738 0.091 -2.708
C32 4.028 0.870 -2.623
C33 3.763 2.092 -3.222
C34 2.482 2.605 -3.130
C35 1.512 1.887 -2.456
N1 1.776 0.711 -1.888
C36 3.014 0.205 -1.962
H42 4.545 2.625 -3.746
H43 2.230 3.556 -3.577
H44 0.497 2.249 -2.363
H45 3.193 -0.750 -1.486

Results
2S+1: 1
highest occupied orbital energy: -11.665 eV
LUMO: -3.65 eV
E_tot: -7510.70871 Ha
charge: +1
Kohn-Sham gap: 8.0 eV

A molecular structure, C43H45AsCoN6OPSSe in a non-equilibrium geometry. Source: the OMol25 dataset; level of theory: ωB97M-V with the def2-TZVPD basis set.

CARTESIAN COORDINATES (ANGSTROEM)
Co1 0.566 -0.993 1.026
C1 -3.400 -0.816 2.241
C2 -2.018 -1.209 1.857
N1 -1.138 -0.302 1.428
N2 -1.477 0.956 1.354
C3 -0.523 1.902 0.823
O1 1.423 0.645 1.228
C4 -1.149 3.256 0.859
C5 -2.385 3.460 1.453
C6 -2.931 4.728 1.527
C7 -2.256 5.817 1.006
C8 -1.026 5.625 0.398
C9 -0.485 4.356 0.325
C10 -1.562 -2.564 1.753
C11 -2.322 -3.696 2.108
C12 -1.785 -4.954 1.918
C13 -0.506 -5.090 1.371
C14 0.188 -3.949 1.045
N3 -0.321 -2.726 1.225
H1 -3.394 0.181 2.669
H2 -3.822 -1.508 2.961
H3 -4.058 -0.785 1.366
H4 -2.925 2.618 1.864
H5 -3.891 4.862 1.999
H6 -2.684 6.805 1.067
H7 -0.491 6.461 -0.028
H8 0.468 4.225 -0.170
H9 -3.300 -3.572 2.534
H10 -2.353 -5.829 2.196
H11 -0.061 -6.056 1.206
H12 1.189 -3.993 0.624
N4 2.321 -0.696 -0.716
C15 2.565 0.628 -1.224
C16 3.873 0.958 -1.566
C17 4.184 2.108 -2.278
C18 3.155 2.923 -2.718
C19 1.863 2.634 -2.324
C20 1.556 1.568 -1.494
P1 -0.142 1.308 -0.935
C21 -1.377 2.284 -1.843
C22 -2.595 1.626 -2.012
C23 -3.669 2.259 -2.604
C24 -3.547 3.562 -3.052
C25 -2.347 4.233 -2.877
C26 -1.279 3.607 -2.267
C27 0.823 1.819 1.623
C28 1.771 2.938 1.284
C29 2.087 3.937 2.148
C30 1.558 3.974 3.446
C31 0.768 2.896 3.892
C32 0.455 1.865 3.071
H13 1.622 -1.169 -1.292
H14 3.183 -1.229 -0.720
H15 4.659 0.257 -1.318
H16 5.210 2.326 -2.530
H17 3.348 3.772 -3.353
H18 1.068 3.278 -2.678
H19 -2.700 0.601 -1.684
H20 -4.602 1.727 -2.720
H21 -4.381 4.056 -3.524
H22 -2.243 5.257 -3.200
H23 -0.389 4.192 -2.094
H24 2.238 2.894 0.317
H25 2.769 4.713 1.833
H26 1.796 4.786 4.109
H27 0.432 2.881 4.919
H28 -0.105 1.018 3.449
C33 3.226 0.605 4.832
As1 3.341 -0.482 3.249
C34 4.782 -1.714 3.591
C35 3.995 0.677 1.860
S1 1.573 -1.641 2.997
H29 4.212 1.004 5.071
H30 2.861 -0.018 5.654
H31 2.524 1.420 4.644
H32 5.683 -1.161 3.848
H33 4.954 -2.318 2.696
H34 4.497 -2.370 4.418
H35 5.010 0.950 2.145
H36 3.353 1.564 1.785
H37 3.983 0.152 0.905
C36 0.683 -3.555 -4.048
N5 -0.544 -3.882 -3.375
C37 -1.010 -3.245 -2.284
Se1 -0.508 -0.863 -1.349
N6 -2.181 -3.850 -1.996
C38 -2.466 -4.868 -2.870
C39 -3.525 -5.754 -2.982
C40 -3.471 -6.659 -4.024
C41 -2.400 -6.681 -4.926
C42 -1.344 -5.796 -4.819
C43 -1.396 -4.889 -3.773
H38 1.105 -2.677 -3.562
H39 0.488 -3.324 -5.096
H40 1.386 -4.387 -3.989
H41 -2.760 -3.562 -1.221
H42 -4.354 -5.740 -2.294
H43 -4.275 -7.365 -4.149
H44 -2.402 -7.404 -5.725
H45 -0.522 -5.815 -5.516

Results
2S+1: 2
highest occupied orbital energy (spin up / spin down): -9.038 / -9.288 eV
LUMO (spin up / spin down): -3.14 / -3.14 eV
E_tot: -8828.56418 Ha
charge: +1
Kohn-Sham gap (spin up / spin down): 5.9 / 6.1 eV

2 unconnected molecules or ions with the total composition C4H8O3. Source: the OMol25 dataset; level of theory: ωB97M-V with the def2-TZVPD basis set.

CARTESIAN COORDINATES (ANGSTROEM)
C1 0.052 -1.228 -0.852
C2 0.346 0.253 -0.681
O1 -0.281 0.939 -1.754
C3 -0.223 0.772 0.635
O2 0.456 1.203 1.537
C4 -1.757 0.736 0.778
O3 -2.275 0.802 1.862
H1 0.498 -1.582 -1.785
H2 0.463 -1.807 -0.018
H3 -1.028 -1.401 -0.906
H4 1.430 0.427 -0.666
H5 0.084 1.832 -1.800
H6 2.474 -1.113 1.895
H7 2.098 -0.471 1.911
H8 -2.339 0.638 -0.155

Results
2S+1: 1
highest occupied orbital energy: -9.660 eV
SMILES: C[C@@H](O)C(=O)C=O.[H][H]
LUMO: -0.57 eV
E_tot: -382.86016 Ha
Kohn-Sham gap: 9.1 eV

A molecular structure, C9H11N4Se in a non-equilibrium geometry. Source: the OMol25 dataset; level of theory: ωB97M-V with the def2-TZVPD basis set.

CARTESIAN COORDINATES (ANGSTROEM)
C1 0.577 0.644 -3.667
C2 -0.448 1.452 -3.228
C3 1.388 -0.059 -2.800
C4 -0.696 1.552 -1.883
C5 1.146 0.028 -1.420
C6 0.037 0.797 -1.074
C7 -1.001 1.598 1.002
C8 0.674 -2.557 2.160
C9 0.068 -1.520 3.064
N1 -0.889 0.644 2.655
N2 0.184 -0.315 0.925
N3 -0.273 0.757 0.288
N4 -0.233 -0.352 2.218
Se1 -2.312 2.789 0.747
H1 0.744 0.589 -4.652
H2 -1.132 2.000 -3.874
H3 2.247 -0.613 -3.056
H4 -1.532 2.224 -1.611
H5 1.799 -0.623 -0.812
H6 1.756 -2.407 1.951
H7 0.320 -2.547 1.109
H8 0.549 -3.526 2.611
H9 0.798 -1.337 3.893
H10 -0.905 -1.795 3.476
H11 -2.868 2.577 1.977

Results
2S+1: 1
highest occupied orbital energy (spin up / spin down): -12.741 / -12.741 eV
LUMO (spin up / spin down): -4.29 / -4.29 eV
E_tot: -2969.55193 Ha
charge: +1
Kohn-Sham gap (spin up / spin down): 8.4 / 8.4 eV

Among the records above, which one has the lowest E_tot? C43H45AsCoN6OPSSe